113
Properties=species:S:1:pos:R:3 method="wB97M-V/def2-TZVPD" e_above_lowest_kj_mol=88.03 gap_ev="6.238 / 4.891" s_squared=6.036 charge=+4 homo_energy_ev="-15.61 / -17.60" multiplicity=5 total_energy_ha=-4217.64664
H -2.901 2.148 -4.735
H 5.821 -1.486 0.041
N 0.586 3.100 1.097
N -0.185 1.972 3.690
H 1.582 -4.069 2.874
Pt -0.052 0.995 0.616
H 5.261 -0.518 -2.756
H -1.482 0.753 -3.299
H 2.828 -5.447 -0.983
H -3.551 1.856 3.097
C -4.370 -3.056 1.941
H -0.996 0.342 6.381
H 6.112 1.016 -0.719
S -0.527 3.138 6.009
N -3.682 3.460 1.763
P 0.773 -0.951 -0.812
C 1.370 -2.504 -0.130
H 4.812 2.450 0.796
C -2.009 -4.370 -3.224
C 3.782 0.468 -3.958
C -2.878 0.712 -1.659
C -1.158 -2.107 -2.558
C 3.297 -0.754 -1.940
H 1.211 2.379 -1.293
C -3.241 1.874 -3.746
H 4.496 0.821 -4.690
H 3.650 -1.347 -1.105
C 4.211 -0.283 -2.872
C 1.513 0.288 -3.183
H -3.704 5.560 1.452
H 1.745 3.942 -1.821
C 0.895 5.146 2.138
C -0.498 1.725 4.950
H -0.730 -0.260 4.778
S 1.442 5.475 0.561
H 8.020 -0.341 0.109
C -2.107 -7.111 -3.915
C -4.182 2.721 2.921
H -1.023 -7.068 -4.049
C 1.674 -3.909 1.808
H -2.223 -3.472 -1.262
H 0.923 5.914 2.893
C -4.027 -1.850 -0.112
C -4.483 2.303 -3.294
H -5.206 2.391 2.742
C 1.097 3.824 0.123
C 3.217 0.608 1.364
H 0.055 5.137 4.792
N 1.325 3.367 -1.109
H 2.083 -3.329 -1.994
H -2.593 -6.831 -4.857
C -3.226 -2.481 2.477
H -1.598 -1.120 2.138
C 0.487 3.841 2.263
H -5.895 2.263 -1.678
C -2.872 -1.269 0.419
O -2.157 1.875 1.300
H -5.111 2.911 -3.931
H -4.182 3.373 3.794
C -2.263 3.791 -0.174
N 4.500 0.487 1.453
C 6.528 1.210 0.274
P -1.793 -0.204 -0.549
H -5.162 4.868 2.163
C 7.235 -0.037 0.801
H -4.358 -1.597 -1.112
C 2.371 -4.686 -0.364
H -2.037 -1.691 -3.060
H -4.849 4.644 0.444
H -0.582 -3.990 -1.639
H -5.676 -3.172 0.242
H 2.093 1.327 -4.966
H 5.806 1.954 2.173
C 1.248 -2.715 1.242
C -4.124 1.156 -1.207
C 2.233 -4.893 1.005
C 5.121 -0.771 1.940
C -2.483 -1.587 1.718
H -2.426 -8.103 -3.602
C 2.430 0.754 -4.112
H 6.744 -2.056 1.423
H 7.230 2.039 0.173
C -2.693 2.980 1.017
H 2.576 -5.820 1.447
H -0.360 -2.141 -3.305
H -1.499 3.251 -0.726
H -2.920 -2.726 3.485
H 0.462 0.509 -3.315
C 6.244 -1.182 1.004
N -0.760 -1.166 -1.509
H 5.503 -0.583 2.947
H 0.830 -1.937 1.871
C -2.443 1.086 -2.931
N 2.062 0.708 1.269
H -1.881 4.766 0.136
H -2.908 -3.894 -3.644
C 1.946 -3.496 -0.931
C -4.381 4.707 1.426
C -0.084 4.072 4.689
C -4.922 1.942 -2.025
N -0.777 0.521 5.413
C 0.063 3.278 3.521
C 1.936 -0.482 -2.095
C -1.473 -3.523 -2.056
H 4.338 -1.527 2.006
H -4.480 0.883 -0.221
H -3.110 3.972 -0.836
H -4.956 -3.745 2.534
S -2.591 -5.967 -2.652
H -1.292 -4.513 -4.032
C 5.408 1.635 1.206
C -4.771 -2.738 0.649
H 7.729 0.192 1.749

---

107
Properties=species:S:1:pos:R:3 method="wB97M-V/def2-TZVPD" e_above_lowest_kj_mol=389.13 gap_ev=9.691 homo_energy_ev=-9.03 total_energy_ha=-5499.10459
H -20.874 9.033 -16.335
H -14.185 5.382 -23.824
O -14.240 6.605 -25.397
H -16.560 6.145 -16.850
P -18.599 6.654 -18.922
O -20.760 5.876 -25.214
H -22.051 7.881 -17.249
H -15.664 9.309 -27.483
H -16.366 1.972 -26.575
C -20.120 1.582 -23.626
H -15.466 9.563 -22.947
H -16.955 4.861 -19.460
H -23.126 4.417 -21.041
H -14.934 2.743 -26.802
O -17.512 7.629 -18.024
C -20.432 8.526 -18.541
C -19.771 2.988 -23.168
P -20.629 5.261 -23.659
O -16.112 5.083 -26.442
C -13.635 6.244 -24.201
C -16.001 2.961 -26.852
C -22.449 5.211 -20.724
H -18.713 3.243 -23.229
C -19.894 7.585 -26.700
O -20.091 7.173 -18.513
O -19.417 5.840 -22.891
C -12.189 5.893 -24.565
H -15.013 11.756 -19.884
H -15.965 7.819 -15.120
H -13.972 5.025 -18.143
H -21.741 7.810 -25.685
H -23.270 6.731 -21.819
C -20.798 7.309 -25.469
H -16.340 3.177 -27.865
H -15.781 3.844 -24.922
H -19.327 1.038 -24.139
H -14.809 5.659 -20.334
H -19.944 6.750 -27.399
H -19.202 2.950 -18.905
H -12.356 5.587 -18.585
Zn -17.608 6.676 -22.352
P -15.063 8.360 -20.706
C -16.404 3.879 -25.816
H -13.032 11.276 -23.219
H -22.701 5.844 -19.873
H -17.509 8.503 -15.767
C -15.884 8.862 -26.514
H -21.029 8.778 -19.417
H -16.596 12.286 -20.390
C -16.741 10.272 -19.815
O -18.542 5.193 -18.242
H -15.084 11.090 -22.102
H -17.070 8.996 -24.794
H -17.625 10.050 -19.216
H -18.745 3.561 -20.450
H -21.464 4.745 -20.712
H -16.935 3.922 -17.929
C -17.547 4.268 -18.763
H -21.420 6.811 -21.664
H -17.848 2.300 -19.946
H -20.513 7.879 -24.585
H -20.050 3.154 -22.127
P -15.885 6.436 -25.534
C -13.874 6.165 -20.094
C -16.521 7.187 -17.167
C -13.589 10.400 -23.552
H -11.615 5.525 -23.715
H -15.949 9.110 -16.325
H -11.932 5.341 -25.468
C -16.928 9.697 -25.617
O -15.955 7.561 -21.662
H -18.841 7.829 -26.558
H -20.310 8.285 -27.425
F -18.448 8.424 -22.924
C -16.078 11.631 -19.690
H -16.342 12.150 -18.769
O -22.131 5.467 -23.019
F -16.704 4.809 -21.932
C -13.306 5.227 -18.982
H -19.545 9.153 -18.452
O -16.333 7.564 -26.608
O -14.178 9.509 -21.419
C -21.373 8.735 -17.257
C -16.481 8.219 -15.993
H -20.428 0.881 -22.851
O -16.769 6.450 -24.313
H -13.244 6.055 -20.977
H -17.457 3.769 -25.559
H -16.663 10.680 -25.229
C -14.670 10.171 -22.518
H -13.703 6.990 -23.410
H -12.953 9.516 -23.576
O -20.569 3.744 -23.953
H -17.188 10.190 -20.806
H -21.065 1.734 -24.149
O -15.894 9.179 -19.547
C -22.316 6.205 -21.798
H -11.655 6.813 -24.801
H -15.509 7.249 -17.567
C -18.330 3.178 -19.517
H -14.986 8.692 -25.919
O -18.408 6.773 -20.434
H -21.984 9.553 -17.638
H -14.175 10.522 -24.463
H -12.958 4.310 -19.457
H -17.916 9.821 -26.060
O -14.045 7.528 -19.781

---

99
Properties=species:S:1:pos:R:3 method="wB97M-V/def2-TZVPD" gap_ev=5.406 charge=+1 homo_energy_ev=-9.67 total_energy_ha=-2671.70788
H 2.484 -2.427 0.134
H 3.278 -3.710 4.811
N 4.873 -0.693 0.440
C -5.433 2.053 -2.301
H -0.250 -0.776 0.109
H -3.002 5.313 -0.452
H -4.963 2.521 1.552
C 4.040 -0.734 -0.823
C 4.245 3.256 -3.104
H -1.622 -5.068 5.580
H 5.607 1.625 -4.191
H 3.255 -2.698 2.835
C 2.511 -2.003 3.243
H -3.196 -3.585 4.832
H 3.494 2.888 -2.252
H 2.015 -1.548 2.380
H -4.987 1.975 -3.296
H -6.205 3.062 0.403
H 2.161 4.505 -5.537
H -2.219 4.268 -3.568
H -3.845 3.913 -3.103
C -2.831 3.514 -3.055
H 1.244 0.082 6.996
C -0.185 -3.052 -4.262
C -5.046 0.327 -0.669
H -2.408 -3.728 3.250
H -5.727 3.092 -2.122
C -5.266 3.340 0.892
H -1.010 -0.701 -2.115
N 4.268 0.065 -2.081
C -4.053 5.023 -0.372
C 1.422 -0.542 6.113
H -2.750 -2.134 3.949
H 6.428 0.350 -2.105
C 1.819 -1.806 -2.211
H 1.841 -4.685 4.651
H -5.478 4.196 1.541
H -0.419 -5.066 4.274
H 0.034 -2.802 7.552
C 5.468 1.037 -1.988
H -5.545 -0.329 -1.392
H 3.712 4.447 -6.120
N -2.398 3.332 -1.680
N -4.231 3.608 -0.098
H -2.255 -2.195 -2.013
H -0.495 4.192 -2.065
N -1.118 -3.148 4.850
N 3.171 4.490 -5.204
H -1.422 -1.979 6.934
O -2.251 1.088 -0.998
C -0.930 3.267 -1.670
P 0.256 -2.889 -2.374
N -4.533 1.539 -1.291
H -4.242 -0.268 -0.223
H -5.758 0.568 0.127
H 5.086 0.281 0.750
H 3.956 2.468 -5.338
H -4.572 5.299 -1.295
C 3.383 3.122 -4.522
H 6.477 2.807 -3.009
P 0.003 -2.003 4.225
H -0.006 -4.571 5.944
C 2.416 -0.802 -3.409
C -0.967 -1.716 -0.064
H -1.998 -1.470 0.433
C -0.347 -1.876 7.108
N 1.557 -2.672 4.117
H -0.403 -2.633 0.399
H -0.385 -1.930 -4.615
C 2.189 -3.687 4.932
C 1.028 -3.791 -5.094
H 1.778 -0.813 -4.416
H 0.610 -4.800 -5.524
H 1.469 0.142 5.259
H -1.212 -3.637 -4.391
H -0.552 3.155 -0.647
H 2.343 2.558 -4.366
P -3.172 2.260 -0.580
H -0.552 2.431 -2.267
C -1.203 -1.800 -1.689
C 2.734 -1.780 -0.810
H -2.770 2.581 -3.629
C -0.765 -4.523 5.162
H 3.038 -1.207 3.777
H 1.479 -3.066 -5.899
O -0.339 -2.394 2.766
N 0.395 -1.553 5.902
H -4.457 5.661 0.422
H -0.264 -1.099 7.876
H 2.404 -1.009 6.238
H 5.762 -1.262 0.311
H 2.021 -3.539 6.004
N 3.610 0.077 -3.271
H 1.884 -4.017 -4.313
C 5.476 2.175 -3.167
C -2.427 -3.155 4.182
H 5.464 1.589 -0.953
H -6.373 1.492 -2.355
H 4.651 4.336 -2.906

---

69
Properties=species:S:1:pos:R:3 method="wB97M-V/def2-TZVPD" e_above_lowest_kj_mol=0.00 gap_ev=7.038 charge=-1 homo_energy_ev=-7.88 total_energy_ha=-28786.68903
O -15.133 -23.225 -18.778
C -16.495 -21.374 -19.098
C -14.903 -25.531 -9.483
B -14.801 -22.571 -20.075
H -14.041 -24.477 -11.100
H -9.467 -25.652 -8.961
C -15.436 -19.370 -15.359
H -14.687 -17.364 -14.950
C -11.259 -19.856 -16.171
C -13.825 -23.114 -14.952
H -12.258 -16.132 -15.588
C -9.785 -24.495 -10.752
H -11.835 -26.244 -13.190
O -12.092 -20.456 -15.302
O -16.580 -22.782 -17.084
B -11.981 -21.905 -15.462
O -14.909 -23.605 -14.939
V -16.957 -24.244 -15.465
C -16.086 -22.570 -18.187
H -11.562 -27.964 -15.659
C -13.529 -23.682 -21.643
C -15.035 -24.657 -10.700
C -12.793 -23.171 -13.790
O -11.687 -22.649 -14.210
O -17.705 -23.687 -14.218
H -16.237 -19.780 -15.975
C -12.671 -22.608 -20.935
O -17.184 -20.490 -18.757
Br -15.772 -19.994 -13.553
H -9.586 -24.609 -11.815
Br -10.484 -27.247 -10.730
C -11.511 -26.379 -14.217
O -12.984 -23.702 -12.771
H -15.855 -25.738 -9.000
C -15.453 -17.883 -15.517
O -11.542 -22.364 -21.155
H -8.371 -26.028 -10.264
C -12.052 -15.775 -14.578
H -12.883 -17.530 -13.691
C -10.490 -20.978 -16.898
Br -10.321 -14.835 -14.676
H -16.402 -17.454 -15.209
H -11.145 -17.617 -13.964
C -9.399 -25.765 -10.040
O -10.930 -22.153 -16.438
Br -14.143 -27.268 -9.920
Br -15.892 -22.953 -10.187
Br -11.690 -16.321 -11.833
O -13.299 -22.454 -15.911
Br -9.555 -26.408 -14.262
O -11.129 -18.697 -16.377
C -11.951 -27.753 -14.661
H -14.528 -19.879 -15.665
O -13.160 -24.453 -22.461
Br -15.228 -17.361 -17.391
Br -8.520 -23.111 -10.185
Br -13.924 -27.907 -14.804
C -11.953 -16.967 -13.651
O -13.462 -21.998 -20.055
H -15.662 -25.099 -11.467
O -14.766 -23.566 -21.160
O -9.629 -20.797 -17.690
O -17.059 -25.801 -15.441
H -14.327 -25.008 -8.722
H -12.873 -15.111 -14.325
H -10.795 -24.124 -10.645
H -11.556 -28.575 -14.069
H -11.774 -25.610 -14.929
O -15.809 -21.490 -20.225